DFT (the ωB97M-V functional and the def2-TZVPD basis) results for an isolated ion of composition C5H12N4O and charge +2 in a non-equilibrium geometry.

```
22
Properties=species:S:1:pos:R:3:forces:R:3
C -0.4534 1.3960 0.6311 1.7 -1.0 -0.7
C -1.9657 -0.3566 -0.3423 0.4 7.3 2.8
C 1.5190 0.0235 -0.3076 -2.4 3.3 1.0
C -3.4017 -0.5110 -0.5669 -0.3 -1.9 -1.5
C 3.4766 -0.3693 1.1129 -1.5 3.8 1.1
N -1.0558 -1.2583 -0.2810 -0.4 0.6 1.1
N 0.7982 0.7386 0.6684 1.2 -1.1 0.1
N -1.6637 0.9862 0.1962 1.8 -5.9 -2.5
N 1.0554 -0.0031 -1.5385 4.1 -3.2 -1.7
O 2.6678 -0.4373 -0.1242 1.3 -0.7 0.7
H -0.5068 2.2387 1.2132 0.2 1.9 1.3
H -3.5758 -1.2000 -1.4100 0.0 0.1 0.3
H -3.8827 0.4088 -0.8199 -0.1 0.8 0.1
H -3.8336 -0.9689 0.2858 -0.7 -0.4 1.0
H 3.9475 0.7184 1.2672 -1.6 -2.3 -0.3
H 4.2563 -0.9668 0.9290 2.9 -2.3 -1.0
H 2.9523 -0.8295 1.9577 -0.3 0.6 -0.1
H -1.3183 -2.1270 -0.6196 0.6 -2.7 -1.6
H 1.3927 0.9875 1.4949 -0.9 -0.3 -0.9
H -2.3736 1.5882 0.4885 -1.9 0.9 -0.1
H 0.2814 0.3725 -1.9339 -2.9 1.8 -0.6
H 1.6839 -0.4307 -2.3012 -1.1 0.7 1.8
```
Positions in Å, forces in eV/Å.

Its spin multiplicity is 3. The charge is +2. Its orbital gap (spin up / spin down) is 7.630 / 6.880 eV. For the HOMO energy (spin up / spin down), the calculation gives -15.306 / -19.469 eV.